DFT (ωB97M-V with the def2-TZVPD basis set) results for a molecular structure, C25H35AsI3Sb2V.

Structure (XYZ):
```
67
Properties=species:S:1:pos:R:3:forces:R:3:lowdin_spin:R:1
V 10.740 10.528 11.896 -0.57 -0.14 0.21 2.78
I 10.859 10.613 14.652 0.38 0.02 0.19 0.01
C 12.967 10.660 14.554 0.21 -0.17 0.04 0.01
C 13.658 10.692 15.733 -0.04 0.14 -0.15 0.01
C 15.069 10.744 15.695 0.18 0.09 0.39 0.00
C 15.732 10.753 14.502 -0.23 0.05 0.14 0.00
C 15.018 10.692 13.281 0.06 -0.02 0.19 0.00
C 15.726 10.690 12.055 -0.25 0.10 0.04 0.03
C 15.077 10.606 10.866 -0.51 0.00 0.34 0.00
C 13.667 10.493 10.881 0.07 -0.25 0.03 0.04
C 12.896 10.501 12.033 -0.08 -0.12 -0.11 -0.01
C 13.598 10.622 13.280 0.04 0.00 -0.15 0.01
H 13.142 10.704 16.687 0.05 -0.01 -0.09 0.00
H 15.619 10.805 16.636 -0.17 -0.08 -0.29 0.00
H 16.813 10.813 14.479 0.00 -0.02 -0.02 0.00
H 16.790 10.772 12.098 0.59 -0.02 -0.01 0.00
H 15.609 10.599 9.933 0.17 0.00 -0.22 0.00
H 13.186 10.344 9.918 0.07 0.01 0.03 0.00
C 8.663 11.200 8.506 -0.12 0.23 0.01 0.00
Sb 10.585 10.682 9.227 -0.15 0.07 -0.33 0.03
C 11.070 9.158 7.849 0.09 -0.14 -0.25 0.00
C 11.763 12.258 8.352 0.06 0.27 0.13 0.00
C 10.932 13.469 8.051 -0.27 0.19 0.04 0.00
C 10.268 13.538 6.821 0.16 -0.16 0.08 0.00
C 9.431 14.589 6.501 0.00 0.16 0.08 0.00
C 9.228 15.604 7.425 0.04 0.00 -0.02 0.00
C 9.885 15.568 8.641 0.28 -0.31 0.21 0.00
C 10.743 14.513 8.979 0.28 -0.09 0.01 0.00
C 11.508 14.570 10.290 -0.42 0.04 -0.43 0.00
Sb 10.967 13.193 11.829 -0.54 0.51 0.23 0.02
C 12.101 14.115 13.351 -0.07 0.06 0.33 0.00
C 9.068 14.013 12.364 -0.18 0.10 -0.11 0.01
H 8.690 11.394 7.439 -0.01 -0.04 -0.12 0.00
H 8.308 12.110 9.004 0.06 -0.20 -0.04 0.00
H 7.985 10.372 8.710 -0.06 0.01 0.01 0.00
H 10.944 9.553 6.839 0.04 -0.03 0.07 0.00
H 10.397 8.312 7.978 0.10 -0.06 0.04 0.00
H 12.107 8.838 7.984 -0.20 -0.02 0.01 0.00
H 12.160 11.822 7.439 0.12 0.05 -0.10 0.00
H 12.594 12.464 9.034 -0.11 -0.03 -0.13 0.00
H 10.425 12.742 6.099 0.03 0.06 0.02 0.00
H 8.956 14.643 5.532 -0.04 -0.09 -0.04 0.00
H 8.587 16.438 7.188 -0.08 0.08 -0.03 0.00
H 9.764 16.387 9.340 -0.03 0.00 0.02 0.00
H 11.345 15.537 10.757 -0.01 0.15 0.06 0.00
H 12.581 14.465 10.166 0.20 -0.08 -0.19 0.00
H 11.903 15.184 13.337 -0.03 0.07 -0.03 0.00
H 13.162 13.951 13.223 0.22 -0.12 -0.06 0.00
H 11.791 13.716 14.319 0.06 0.02 -0.06 0.00
H 9.141 15.075 12.588 0.04 0.09 -0.04 0.00
H 8.698 13.507 13.258 0.03 -0.06 -0.05 0.00
H 8.346 13.874 11.550 0.16 -0.01 0.13 0.00
C 6.487 11.125 11.500 0.05 0.05 -0.20 0.00
As 8.085 10.245 12.171 -0.11 -0.01 0.28 0.03
C 7.520 10.212 14.034 0.06 -0.12 0.32 0.00
C 7.633 8.415 11.738 -0.19 -0.01 0.03 0.01
H 5.650 10.497 11.801 -0.06 0.11 0.04 0.00
H 6.492 11.199 10.418 0.04 0.02 -0.11 0.00
H 6.382 12.124 11.918 0.02 -0.03 0.06 0.00
H 6.448 10.011 14.082 0.06 -0.04 -0.03 0.00
H 7.702 11.178 14.506 0.03 -0.02 0.02 0.00
H 8.050 9.426 14.591 -0.14 0.23 -0.18 0.00
H 6.581 8.242 11.992 0.24 -0.09 0.00 0.00
H 8.291 7.748 12.296 -0.18 0.00 -0.04 0.00
H 7.778 8.244 10.677 0.03 -0.11 -0.17 0.00
I 11.581 7.949 11.891 0.37 -0.91 0.00 0.02
I 10.298 5.485 11.953 0.17 0.64 -0.03 0.02
```
Forces are in eV/Å.

## Properties
DFT total energy ... -150390.3215 eV
Orbital gap (alpha / beta) ... 0.2280 / 0.2304 Ha
Highest occupied orbital energy (alpha / beta) ... -0.3841 / -0.3898 hartree
Expectation value of S² ... 3.779
2S+1 ... 4
Charge ... +1

DFT (ωB97M-V with the def2-TZVPD basis set) results for a molecular structure, C23H25N3O4 at a distorted geometry.

Structure (XYZ):
```
55
Properties=species:S:1:pos:R:3:forces:R:3:mulliken_charge:R:1
O 2.189 1.183 0.109 -3.71 -4.52 -0.25 -0.71
C 1.411 0.131 0.166 2.59 0.53 2.89 0.21
N 1.267 -0.886 -0.672 7.05 4.95 -4.63 0.15
H 0.720 -1.618 -0.605 -3.43 -4.13 1.14 0.32
C 1.940 -0.792 -2.241 -1.98 8.23 7.17 -0.77
H 2.567 -1.512 -2.405 3.18 -4.53 -1.04 0.67
H 2.731 0.338 -2.059 -2.74 -3.60 -0.76 0.28
C 0.703 -0.603 -2.982 3.12 7.01 -1.57 -1.10
N -0.211 0.386 -2.434 -1.90 3.37 0.34 0.52
C -1.497 0.476 -3.252 -2.27 -5.98 11.00 -1.23
C -2.511 1.411 -2.366 -0.14 -1.07 -12.04 0.08
O -1.935 2.613 -2.435 -3.04 3.54 -3.13 -0.41
C -0.704 2.718 -2.024 -2.54 8.36 10.25 -0.24
C 0.236 1.880 -2.367 7.77 -7.42 -6.71 -0.68
H 1.193 1.776 -1.889 -0.02 1.08 1.13 0.56
H 0.613 2.303 -3.437 -0.65 -1.56 1.06 0.20
H -0.354 3.909 -1.999 -0.84 -3.15 -0.54 0.23
H -0.847 2.571 -0.787 0.67 0.32 -1.84 -0.01
H -3.543 1.432 -3.125 2.60 0.08 2.61 0.21
H -2.694 1.207 -1.464 -1.54 -2.63 6.99 -0.01
H -1.868 -0.641 -3.160 0.29 2.17 -1.13 0.41
H -1.241 0.840 -4.080 1.04 2.89 -7.34 0.72
H 0.136 -1.395 -2.949 -2.62 -4.83 -1.27 0.61
H 1.147 -0.057 -3.858 -1.03 -1.61 -1.06 0.33
C 0.613 -0.413 1.602 1.83 15.65 -4.98 -0.19
N -0.787 -0.115 1.215 8.17 -3.59 1.49 0.52
C -1.353 -1.038 0.371 -5.67 4.55 4.07 0.51
O -1.096 -2.142 0.172 2.58 -4.66 -2.06 -0.58
C -2.719 -0.490 0.543 -5.76 -6.98 -7.74 0.13
C -3.958 -1.043 -0.082 2.04 0.25 2.66 -0.74
C -5.208 -0.469 0.135 3.61 -3.59 -2.50 -1.07
C -5.159 0.694 0.666 -1.82 12.15 6.16 0.09
C -4.077 1.384 1.313 3.04 -15.27 -8.82 -1.63
C -2.789 0.643 1.067 -3.01 8.94 4.78 0.95
C -1.436 0.953 1.616 -2.82 5.11 4.03 0.52
O -1.221 1.889 2.475 0.16 -4.00 -3.67 -0.71
H -4.109 2.157 1.741 -0.65 11.07 5.96 0.98
H -6.080 1.605 0.866 1.73 -3.62 -1.11 0.06
H -6.048 -0.799 -0.328 -2.40 -1.41 -1.06 0.52
H -3.860 -2.039 -0.379 -0.03 -1.38 -1.13 0.58
H 0.899 0.898 2.114 -0.85 -3.36 -0.86 0.38
C 1.271 -1.263 2.425 -0.83 -8.02 -4.67 -1.63
C 2.736 -1.389 2.512 -2.67 0.63 -2.86 0.57
C 3.239 -0.610 3.460 -3.65 1.62 5.67 -0.21
C 4.545 -0.681 3.856 -2.52 1.48 -2.37 -0.83
C 5.258 -1.211 2.828 6.37 0.31 3.94 -0.17
C 4.858 -1.921 1.781 -1.68 -1.29 -2.03 -0.84
C 3.468 -1.979 1.504 2.06 -1.65 1.50 0.04
H 3.051 -2.771 0.892 -0.08 0.52 -0.42 0.41
H 5.648 -2.530 1.370 -0.34 0.03 -0.96 0.36
H 6.380 -1.240 3.142 -1.63 -0.10 -1.23 0.21
H 4.820 -0.037 4.617 1.34 0.55 1.55 0.46
H 2.239 -0.175 4.157 3.62 -0.69 -1.59 0.11
H 0.887 -2.184 1.559 1.29 0.47 2.86 0.09
H 0.540 -1.355 3.108 -1.28 -1.20 4.16 0.79
```
Forces are in eV/Å.

## Properties
DFT total energy ... -36897.4627 eV
Relative energy (zero: lowest compared OMol25 entry of this formula, charge and spin) ... 2158.4 kJ/mol
Orbital gap ... 0.2973 Ha
Highest occupied orbital energy ... -0.3172 hartree

> Which value of DFT total energy does entry 2 give?

-36897.4627 eV

> The lowest DFT total energy belongs to which entry?

C25H35AsI3Sb2V

> What is the DFT total energy in the second record?

-36897.4627 eV

> Which of these has the lowest DFT total energy?

C25H35AsI3Sb2V